(1)
ORCA calculation (ωB97M-V with the def2-TZVPD basis set) on one molecule with the formula C9H9ClN4O2 at a distorted geometry.

```
25
C9H9ClN4O2 ωB97M-V with the def2-TZVPD basis set
O -1.341 3.620 0.956
O 0.219 5.141 1.221
Cl -2.091 -3.248 -2.126
N 1.208 -0.503 1.398
N -0.323 0.994 0.642
C 2.746 2.377 2.961
C 1.809 3.361 2.572
C 2.576 1.044 2.568
C 0.700 3.004 1.737
C 1.482 0.702 1.797
C 0.562 1.634 1.340
N 0.101 -0.278 0.661
N -0.206 3.970 1.284
C -0.426 -2.571 -2.369
C -0.584 -1.333 -0.122
C -0.187 -1.247 -1.602
H 3.602 2.707 3.557
H 1.937 4.383 2.903
H 3.238 0.259 2.864
H 0.252 -3.315 -1.987
H -0.267 -2.472 -3.417
H -0.266 -2.311 0.282
H -1.696 -1.149 -0.112
H -0.706 -0.441 -2.103
H 0.890 -1.097 -1.676
```

- highest occupied orbital energy (eV) = -9.3
- gap between HOMO and LUMO (hartree) = 0.29914
- SMILES = O=[N+]([O-])c1cccc2nn(CCCCl)nc12
- LUMO (eV) = -1.14

(2)
ORCA calculation (ωB97M-V with the def2-TZVPD basis set) on a 2-piece molecular cluster, C5H15NO overall at a distorted geometry.

```
22
C5H15NO ωB97M-V with the def2-TZVPD basis set
C 0.555 -0.024 0.810
N 0.014 0.987 -0.215
C 0.785 2.174 -0.394
C 0.270 2.599 -1.764
C -1.336 1.270 0.385
C 0.464 -1.357 0.111
H 1.656 0.149 0.781
H 0.237 -0.059 1.783
H 0.585 2.890 0.462
H 1.840 1.896 -0.395
H -0.404 3.380 -1.389
H -0.360 2.015 -2.372
H 0.989 3.293 -2.209
H -2.002 0.459 0.297
H -1.473 1.769 1.363
H -1.804 2.058 -0.284
H 1.355 -1.305 -0.524
H -0.472 -1.719 -0.216
H 0.674 -2.309 0.791
H -0.450 -6.758 0.684
H -0.906 -5.604 1.487
O -0.217 -5.805 0.807
```

- highest occupied orbital energy (eV) = -8.7
- gap between HOMO and LUMO (hartree) = 0.34956
- SMILES = CCN(C)CC.O
- LUMO (eV) = 0.83